Entry 1:
{
  "formula": "C2H6N2",
  "method": "ωB97M-V/def2-TZVPD",
  "elements": ["C", "N", "N", "C", "H", "H", "H", "H", "H", "H"],
  "coordinates": [[-1.53793, 1.02701, -0.70562], [-0.34165, 0.73296, -0.23332], [-0.08003, -0.54876, 0.15665], [1.33730, -0.56838, 0.67954], [-2.30816, 0.21093, -0.96397], [-1.70242, 2.07461, -0.91115], [-0.54323, -1.27630, -0.38447], [2.03159, -1.57345, 0.20268], [1.25737, -0.55733, 1.88915], [1.88717, 0.47870, 0.27050]],
  "homo_lumo_gap_ev": 9.7,
  "total_charge": 0,
  "de_lowest_kj_mol": 349.5,
  "homo_ev": -8.467,
  "smiles": "C=NNC"
}


Entry 2:
{
  "formula": "C2H6N2O",
  "method": "ωB97M-V/def2-TZVPD",
  "elements": ["C", "C", "H", "H", "H", "H", "H", "H", "N", "N", "O"],
  "coordinates": [[-0.60847, -1.41095, 1.06791], [0.13333, 0.32417, -0.39099], [-1.67354, -1.48259, 1.60538], [-0.82136, -1.69232, -0.04938], [0.23557, -2.10442, 1.37145], [1.13077, -0.19134, 1.47454], [1.25635, 1.89017, 0.33554], [1.20944, 1.80686, -1.42498], [-0.17840, -0.02298, 0.96802], [0.99179, 1.35925, -0.48375], [-0.52252, -0.13244, -1.34550]],
  "homo_lumo_gap_ev": 10.4,
  "total_charge": 0,
  "de_lowest_kj_mol": 254.9,
  "homo_ev": -10.130
}


Entry 3:
{
  "formula": "C2H6N2O",
  "method": "ωB97M-V/def2-TZVPD",
  "elements": ["N", "N", "C", "C", "O", "H", "H", "H", "H", "H", "H"],
  "coordinates": [[-1.38142, -0.70451, 0.13164], [-1.13095, 0.64621, -0.22295], [0.05813, 1.03933, -0.01479], [1.20719, 0.20247, 0.43402], [1.20736, -0.77533, -0.46069], [-1.13152, -1.08824, 1.10449], [-2.33735, -0.82977, -0.11860], [0.15149, 2.08125, -0.43846], [2.16858, 0.60968, 0.28005], [1.04510, -0.22505, 1.35290], [0.43949, -1.38795, -0.37102]],
  "homo_lumo_gap_ev": 10.2,
  "total_charge": 0,
  "de_lowest_kj_mol": 322.8,
  "homo_ev": -9.265,
  "smiles": "N/N=C\\CO"
}